ORCA calculation (the ωB97M-V functional and the def2-TZVPD basis) on C5H8N2 in the gas phase.

CARTESIAN COORDINATES (ANGSTROEM)
1 C 1.9783 -0.2355 -0.5562
2 C 0.5876 0.1374 -0.1350
3 C -0.4789 -0.7040 0.5868
4 C -1.8954 -0.8715 0.0842
5 N -2.0465 -0.2817 -1.0800
6 C -0.5483 0.4731 1.5490
7 N 0.3722 1.1153 0.7995
8 H 2.5872 -0.6423 0.2691
9 H 1.9650 -0.9828 -1.3560
10 H 2.5046 0.6492 -0.9369
11 H -0.0904 -1.6309 1.0217
12 H -1.2836 0.2131 -1.5536
13 H -2.9629 -0.2375 -1.5071
14 H -1.4515 0.9502 1.9162
15 H 0.7626 2.0479 0.8982

Values from the calculation:
strongest force on any atom = 0.52 eV/A
calculated total energy = -8289.8136 eV